(1)
Here is an isolated molecule of C2H5N3S in a non-equilibrium geometry from the OMol25 dataset. Energies are from the ωB97M-V functional and the def2-TZVPD basis.

XYZ file:
```
11
Properties=species:S:1:pos:R:3:forces:R:3
S -0.057871 -1.758880 -1.775041 -0.280 -1.311 -2.021
N 1.438502 -1.372847 -1.130533 0.868 -2.548 -0.722
N -0.859342 -0.645238 -0.890942 -0.880 1.673 0.650
N 1.399527 -0.454202 -0.368935 1.436 2.831 1.476
C -0.149864 0.765225 1.159960 1.445 3.391 -1.185
C 0.156661 0.290318 -0.337059 -2.158 -0.025 1.786
H -1.165386 0.759116 1.477004 -0.891 -0.877 0.031
H 0.045785 1.936813 1.318258 -0.105 -2.305 -0.919
H 0.216343 1.136807 -1.032603 0.417 -0.026 0.212
H -1.575824 -1.025364 -0.297689 0.256 -0.045 0.650
H 0.551470 0.368252 1.877581 -0.108 -0.757 0.042
```
Positions in Å, forces in eV/Å.

Relative energy (zero: lowest compared OMol25 entry of this formula, charge and spin), eV: 2.887
SMILES: C[C@H]1N=NSN1
Kohn-Sham gap, eV: 9.13
Calculated total energy, eV: -17458.225



(2)
Here is a structure of composition C2H5N3S in a non-equilibrium geometry from the OMol25 dataset. Energies are from the ωB97M-V functional and the def2-TZVPD basis.

XYZ file:
```
11
Properties=species:S:1:pos:R:3:forces:R:3
S -0.229515 -0.523902 -0.827489 -0.416 1.335 -3.280
N -0.032235 2.090154 0.095007 -0.755 -0.379 -1.185
N 0.306454 -1.275994 0.513106 0.627 -2.077 1.717
N -0.623855 1.633614 1.349611 4.091 -1.426 -1.582
C 0.177354 1.284258 -0.886044 -0.662 0.511 1.982
C 0.544178 -2.532707 0.421957 2.897 -2.657 -0.100
H 0.951594 -3.261779 -0.683738 -1.961 2.576 3.013
H 0.449677 1.769971 -1.876153 -0.120 -1.179 1.266
H 0.234257 0.888376 1.625825 -3.315 2.675 0.392
H 0.813005 -3.217647 1.424420 -0.942 2.231 -2.595
H -0.658051 2.559794 1.829916 0.555 -1.611 0.370
```
Positions in Å, forces in eV/Å.

Relative energy (zero: lowest compared OMol25 entry of this formula, charge and spin), eV: 5.480
Kohn-Sham gap, eV: 9.05
Calculated total energy, eV: -17455.632



(3)
Here is an isolated molecule of C2H5N3S in a non-equilibrium geometry from the OMol25 dataset. Energies are from the ωB97M-V functional and the def2-TZVPD basis.

XYZ file:
```
11
Properties=species:S:1:pos:R:3:forces:R:3
S -3.048605 -0.514721 1.521752 1.871 0.548 -0.076
N -0.734483 -2.080605 -0.305631 -0.539 -1.226 0.146
N -0.182457 -1.058204 -0.299883 -0.901 1.180 0.715
N 1.029228 -0.760019 -0.872363 1.813 1.388 -0.316
C -1.470085 -0.006053 1.558749 -3.859 -0.890 -2.003
C -0.700252 0.310649 0.354125 -0.777 0.275 -0.147
H -1.361272 0.703663 -0.471457 0.855 -0.057 1.011
H 1.402343 -1.557726 -1.315879 0.229 -1.313 -0.516
H -1.028729 0.043173 2.482245 1.398 0.124 2.098
H 0.932567 -0.027046 -1.564053 -0.144 0.259 0.106
H 0.113714 0.962290 0.707059 0.054 -0.288 -1.018
```
Positions in Å, forces in eV/Å.

Relative energy (zero: lowest compared OMol25 entry of this formula, charge and spin), eV: 4.637
Kohn-Sham gap, eV: 7.91
Calculated total energy, eV: -17456.475



(4)
Here is a cluster of 2 separate species, C2H5N3S in total in a non-equilibrium geometry from the OMol25 dataset. Energies are from the ωB97M-V functional and the def2-TZVPD basis.

XYZ file:
```
11
Properties=species:S:1:pos:R:3:forces:R:3
S -0.349458 0.834682 -3.322716 3.634 -2.842 -4.195
N 0.575059 0.820674 0.539696 -2.466 1.205 3.359
N -1.339032 0.994290 -2.258562 -3.341 0.407 3.710
N 1.875562 1.298304 -1.468722 0.365 0.007 0.374
C 1.271840 1.099661 -0.502930 1.252 0.904 -2.259
C -0.035372 -0.468153 0.629834 -0.225 -3.121 -3.324
H -0.629970 -0.503782 1.557699 0.480 -0.499 -0.534
H -0.736326 -0.635920 -0.363492 1.217 0.341 2.640
H 0.001529 -0.770004 -3.399503 -0.582 2.397 0.197
H -0.094312 1.541896 0.933840 1.606 -0.785 -1.052
H 0.794040 -1.331247 0.458292 -1.940 1.987 1.083
```
Positions in Å, forces in eV/Å.

Expectation value of S²: 2.02
Relative energy (zero: lowest compared OMol25 entry of this formula, charge and spin), eV: 0.684
Kohn-Sham gap (spin up / spin down), eV: 8.20 / 7.75
2S+1: 3
Calculated total energy, eV: -17455.009